DFT (wB97M-V/def2-TZVPD) results for a 11-piece molecular cluster, BH24O10 overall in a non-equilibrium geometry.

The geometry in XYZ format:
```
35
Properties=species:S:1:pos:R:3:forces:R:3:mulliken_charge:R:1
B -8.897946 -28.143014 34.847508 1.238 1.358 -0.989 1.9333
H -9.947657 -27.696106 35.153674 -0.635 0.515 0.436 -0.5489
H -8.023661 -28.201682 35.637888 0.202 -0.191 1.249 -0.2024
H -9.049932 -29.171230 34.353997 -0.181 -1.773 -0.664 -1.1000
H -8.300359 -27.450481 34.000275 -0.534 0.191 -0.228 -0.3164
O -13.035059 -27.072693 35.153340 4.129 -0.653 0.126 -0.6616
H -12.143661 -27.175712 34.631427 -2.822 0.500 -0.390 0.3360
H -12.453049 -27.188814 35.944261 -1.598 0.208 0.383 0.3244
O -5.353304 -26.804685 34.206258 4.635 2.931 4.482 -0.5906
H -5.530671 -27.154354 33.439286 -0.390 -3.040 -7.227 0.2671
H -6.193958 -26.877674 34.504497 -4.335 0.063 2.769 0.2981
O -6.233436 -31.464705 33.669326 -0.494 1.754 -1.000 -0.6584
H -6.604927 -30.529650 33.373837 1.489 -3.167 0.133 0.3911
H -5.850142 -31.938957 32.886948 -0.846 1.207 0.900 0.2815
O -9.979412 -24.433410 33.308547 2.325 12.128 -5.152 -0.5476
H -10.102002 -25.159877 33.653030 -2.033 -11.739 5.389 0.2996
H -10.357208 -24.449973 32.435025 -0.200 -0.217 -0.174 0.2966
O -11.331272 -26.915670 32.902116 -3.048 0.075 -2.778 -0.7602
H -10.604733 -27.347159 33.266457 2.525 -1.534 0.980 0.1526
H -11.716096 -27.517506 32.187864 0.925 1.231 1.640 0.2596
O -8.243870 -25.263064 37.523184 -0.916 -0.486 -2.268 -0.6491
H -7.950064 -26.010765 36.889756 -0.983 1.888 1.309 0.3370
H -9.018706 -24.783085 37.065843 1.939 -1.432 0.856 0.3233
O -7.331160 -29.484061 31.879317 0.994 -0.011 -1.198 -0.7564
H -7.842980 -29.208497 32.672178 0.529 1.218 -0.881 0.3239
H -6.765986 -28.850577 31.323742 -1.835 -0.802 2.215 0.2882
O -8.476660 -31.931416 36.211932 0.002 1.428 1.085 -0.6751
H -8.505625 -31.240538 36.952482 0.105 -1.272 -1.998 0.3242
H -8.241948 -31.469557 35.378876 -0.060 -0.179 0.924 0.3155
O -10.172657 -28.002429 38.062420 -2.345 -0.216 1.220 -0.6616
H -11.153130 -27.951946 37.820393 2.696 -0.056 -0.163 0.2919
H -9.553664 -27.865398 37.350579 -0.401 0.125 -1.015 0.2884
O -10.746256 -30.989939 33.286252 -2.758 -0.941 -2.597 -0.6546
H -11.207240 -30.296789 32.766992 0.035 -0.976 0.178 0.3073
H -10.196463 -30.438715 33.749528 2.647 1.864 2.447 0.1434
```
Positions in Å, forces in eV/Å.

Computed properties:
Kohn-Sham gap: 9.555 eV
energy: -21539.2066 eV
net charge: -1
energy above the lowest of the compared OMol25 structures with the same formula, charge and spin: 3.894 eV